w.
Molecular formula: C3H4Br2Cl2O
Method: DFT, ωB97M-V with the def2-TZVPD basis set

Its spin multiplicity is 1. As for the total charge: 0. Its HOMO energy is -0.367 hartree.

Cartesian coordinates (Å):
C1 0.72964 -0.22897 -0.56322
C2 -0.82475 0.07344 0.72992
C3 -0.35612 1.35721 1.49230
O1 -1.20281 1.78541 2.42049
Cl1 -2.21553 0.47246 -0.31789
Cl2 -1.15470 -1.11523 1.84783
Br1 1.33314 0.93330 2.35402
Br2 -0.09675 2.84319 0.13638
H1 0.32351 -0.05956 -1.49218
H2 1.35689 0.61340 -0.30490
H3 0.97574 -1.36732 -0.39566
H4 -2.04936 2.35570 2.17157

x.
Molecular formula: C3H4Br2Cl2O
Method: DFT, ωB97M-V with the def2-TZVPD basis set

Its spin multiplicity is 1. As for the total charge: 0. Its HOMO energy is -0.337 hartree.

Cartesian coordinates (Å):
C1 1.18858 0.59839 -0.92155
C2 -0.31177 0.21737 -0.96329
C3 -0.56944 -0.59835 1.97186
O1 -1.13661 1.04594 -0.22233
Cl1 -0.61966 -1.40183 -0.31848
Cl2 0.73328 -1.49702 2.51386
Br1 2.07089 -0.47457 -2.19143
Br2 -2.15929 -1.35852 2.50197
H1 1.17945 1.66543 -1.00685
H2 -0.67674 0.37939 -2.08491
H3 1.69598 0.61546 0.05154
H4 -1.39468 0.80832 0.66960

Most stable structure: w

w.
Molecular formula: H3O2PS
Method: DFT, ωB97M-V with the def2-TZVPD basis set

Its spin multiplicity is 1. The SMILES is O=PO.S. As for the total charge: 0. Its HOMO energy is -0.353 hartree.

Cartesian coordinates (Å):
O1 -0.93523 0.71046 0.77257
P1 0.39736 1.25801 0.84143
O2 1.10886 0.80116 2.21763
H1 0.74590 0.01960 2.77185
S1 0.13819 -0.96336 -2.35178
H2 -0.91644 -1.45735 -3.04424
H3 -0.53864 -0.36852 -1.20746

x.
Molecular formula: H3O2PS
Method: DFT, ωB97M-V with the def2-TZVPD basis set

Its spin multiplicity is 1. The SMILES is O=PO.S. As for the total charge: 0. Its HOMO energy is -0.350 hartree.

Cartesian coordinates (Å):
O1 2.97723 0.56750 -0.28714
P1 1.63288 1.05055 -0.41820
O2 0.67152 -0.13531 0.10665
H1 1.24550 -0.94545 0.46223
S1 -2.26807 0.42330 -0.30585
H2 -2.11581 0.03675 0.94454
H3 -2.14325 -0.99733 -0.50223

Most stable structure: w

w.
Molecular formula: H38O19
Method: DFT, ωB97M-V with the def2-TZVPD basis set

Its spin multiplicity is 1. As for the total charge: 0. Its HOMO energy is -0.381 hartree.

Cartesian coordinates (Å):
O1 -1.20729 0.40610 -2.78523
H1 -2.16901 0.72008 -2.88219
H2 -1.23801 -0.19580 -3.55185
O2 3.02496 0.40085 -2.32150
H3 3.21236 -0.51032 -2.64903
H4 2.04718 0.32250 -2.46901
O3 2.30656 -1.73162 3.55464
H5 2.16040 -1.49039 4.46406
H6 3.06353 -2.31897 3.35866
O4 -4.06200 1.95088 2.12276
H7 -3.50904 1.64100 1.37535
H8 -3.55724 2.71881 2.38772
O5 4.30167 0.74503 1.50498
H9 3.95711 0.94704 0.62370
H10 4.32789 1.65309 1.87807
O6 2.74369 3.18542 -0.10279
H11 2.84443 4.12758 -0.13605
H12 2.34825 2.67804 -0.80870
O7 0.48515 -0.99948 -1.61991
H13 1.08294 -0.36004 -1.21628
H14 0.64810 -1.78314 -1.01534
O8 0.64191 1.60701 -4.99442
H15 -0.15931 1.64902 -4.46975
H16 1.23307 1.86143 -4.24142
O9 0.63760 2.20870 -1.29524
H17 0.12979 1.70013 -1.94467
H18 0.21925 2.18147 -0.41798
O10 -3.65162 -3.20913 2.55082
H19 -3.40453 -2.29835 2.40123
H20 -3.95641 -3.31926 1.61659
O11 -0.63197 0.80036 1.53018
H21 -1.38432 0.17053 1.48166
H22 -1.10131 1.33538 0.86765
O12 -1.59235 2.19978 3.66873
H23 -2.04870 1.46549 4.05340
H24 -0.80389 1.79909 3.24354
O13 0.64301 -3.75313 -2.25674
H25 0.24491 -4.70041 -2.19769
H26 0.50781 -3.51885 -3.17501
O14 -3.54567 -1.29474 -2.19659
H27 -2.77967 -1.48575 -2.79013
H28 -3.51214 -2.12273 -1.69412
O15 0.74913 -1.52349 1.01230
H29 0.94290 -0.78626 1.62145
H30 0.40335 -2.11591 1.72545
O16 -2.97831 1.85815 -0.34926
H31 -3.70035 1.92472 -0.98857
H32 -2.16065 1.85593 -0.89487
O17 3.09336 -2.79956 0.71125
H33 3.29041 -1.91716 1.16479
H34 2.11716 -2.77521 0.90053
O18 -2.08760 -1.53556 -0.38211
H35 -1.84815 -2.31480 0.20381
H36 -1.14509 -1.43308 -0.70162
O19 1.57477 2.13280 2.56417
H37 1.38089 2.71312 1.83390
H38 1.87109 1.33361 2.12662

x.
Molecular formula: H38O19
Method: DFT, ωB97M-V with the def2-TZVPD basis set

Its spin multiplicity is 1. As for the total charge: 0. Its HOMO energy is -0.391 hartree.

Cartesian coordinates (Å):
O1 -2.05758 2.11508 -1.35907
H1 -2.32140 1.54719 -1.91740
H2 -1.61484 2.87663 -1.65721
O2 1.73430 1.65414 -2.34743
H3 1.80071 0.78459 -2.10645
H4 1.56862 2.15283 -1.67294
O3 1.93413 0.46360 3.50597
H5 1.14002 0.96047 3.56725
H6 1.63470 0.09988 2.66772
O4 2.31546 -2.49727 -0.55065
H7 3.10226 -3.01371 -0.39953
H8 2.46051 -1.57790 -0.88859
O5 -2.87129 -2.75497 -0.08997
H9 -2.14933 -3.12984 0.65646
H10 -3.35980 -2.11064 0.53526
O6 2.52767 3.26233 -0.04963
H11 2.38470 4.02570 0.26288
H12 3.41201 3.30680 -0.49019
O7 -3.83344 2.01616 1.56353
H13 -4.62469 2.22222 1.14117
H14 -3.82665 2.05790 2.45338
O8 1.26039 -1.15464 -2.70291
H15 1.44732 -2.05768 -3.08538
H16 0.18971 -1.22558 -2.67611
O9 -0.65015 -0.33308 0.03105
H17 -0.05911 -0.82968 -0.54826
H18 -0.93287 0.34829 -0.64557
O10 0.03204 -4.26386 -0.53546
H19 0.83291 -4.57076 -0.82522
H20 -0.27103 -4.87955 0.06412
O11 -1.57185 -1.17036 -2.10455
H21 -2.19777 -0.55973 -1.76974
H22 -1.69519 -2.05167 -1.57679
O12 4.40507 1.83043 -2.33719
H23 4.42873 1.01823 -2.83148
H24 3.52356 2.25755 -2.58268
O13 -2.46013 0.30935 3.93111
H25 -2.69691 -0.49838 3.47665
H26 -1.58692 0.52323 3.68315
O14 -5.12190 -0.39746 1.00408
H27 -5.36874 -0.70996 0.18046
H28 -4.42314 0.32570 0.88091
O15 4.66349 -1.92149 0.61282
H29 4.72907 -1.92186 1.60933
H30 4.48358 -1.01554 0.61995
O16 -1.36157 3.64857 3.68606
H31 -0.83152 4.18440 3.09098
H32 -1.74324 2.77625 3.31439
O17 2.64736 0.44126 0.35236
H33 2.71710 1.40431 0.15049
H34 1.71371 0.34994 0.53001
O18 -2.63479 0.79812 -4.00430
H35 -1.66886 0.45414 -4.22685
H36 -2.62108 0.58705 -3.19182
O19 1.13224 -1.83001 2.20602
H37 1.16913 -2.81906 2.16443
H38 1.16525 -1.50769 1.23137

Most stable structure: w

w.
Molecular formula: C24H29N3O5S
Method: DFT, ωB97M-V with the def2-TZVPD basis set

Its spin multiplicity is 1. The SMILES is CCCCNC(=O)CSc1nc2cc(OC)c(OC)cc2c(=O)n1Cc1ccc(OC)cc1. As for the total charge: 0. Its HOMO energy is -0.296 hartree.

Cartesian coordinates (Å):
C1 2.31857 5.23011 0.25751
C2 2.60061 3.74676 0.46546
C3 1.72722 3.11860 1.55303
C4 0.23125 3.17273 1.23478
N1 -0.06031 2.55220 -0.03383
C5 -0.59249 3.21422 -1.06939
O1 -0.95986 4.37043 -1.04443
C6 -0.68501 2.37171 -2.34162
S1 -1.75395 0.90344 -2.20045
C7 -0.62399 -0.31877 -1.64068
N2 0.53039 0.07513 -1.21573
C8 1.43480 -0.86444 -0.80492
C9 2.68878 -0.44410 -0.34506
C10 3.62039 -1.36841 0.07350
O2 4.85607 -1.07081 0.53351
C11 5.24250 0.28123 0.59671
C12 3.30764 -2.76083 0.03893
O3 4.29775 -3.58187 0.46919
C13 4.06246 -4.96958 0.44971
C14 2.07305 -3.16757 -0.40989
C15 1.12503 -2.22757 -0.83463
C16 -0.18105 -2.65907 -1.29667
O4 -0.55950 -3.81251 -1.35315
N3 -1.02938 -1.61267 -1.69981
C17 -2.36998 -1.95954 -2.14835
C18 -3.40790 -1.61904 -1.11130
C19 -3.30417 -2.13940 0.17004
C20 -4.24313 -1.84207 1.14217
C21 -5.31695 -1.01245 0.83697
O5 -6.30164 -0.65694 1.70591
C22 -6.25929 -1.16348 3.01759
C23 -5.42481 -0.48915 -0.45265
C24 -4.48043 -0.78713 -1.41039
H1 1.32170 5.38306 -0.14664
H2 2.40093 5.76983 1.19848
H3 3.03466 5.65275 -0.44350
H4 2.44142 3.21815 -0.47758
H5 3.64930 3.61551 0.74680
H6 1.89565 3.63521 2.49962
H7 2.01723 2.07227 1.68647
H8 -0.32609 2.65862 2.02660
H9 -0.11958 4.20439 1.17662
H10 0.28927 1.61068 -0.20704
H11 -1.13131 2.97522 -3.13120
H12 0.30171 2.01826 -2.63909
H13 2.89618 0.61304 -0.33901
H14 4.59846 0.85200 1.27340
H15 6.25956 0.27695 0.98453
H16 5.23331 0.74868 -0.39289
H17 3.22653 -5.24417 1.10072
H18 3.86367 -5.32846 -0.56498
H19 4.97721 -5.42669 0.82288
H20 1.78975 -4.20657 -0.45348
H21 -2.35160 -3.04018 -2.32450
H22 -2.57776 -1.43647 -3.08539
H23 -2.48160 -2.79610 0.41417
H24 -4.12863 -2.26692 2.12693
H25 -6.31108 -2.25706 3.02845
H26 -7.13675 -0.75743 3.51839
H27 -5.35834 -0.83651 3.54690
H28 -6.26124 0.15339 -0.67600
H29 -4.57524 -0.37064 -2.40171

x.
Molecular formula: C24H29N3O5S
Method: DFT, ωB97M-V with the def2-TZVPD basis set

Its spin multiplicity is 1. The SMILES is O=C(NCc1ccc2c(c1)OCO2)C1CCN(c2ccc(S(=O)(=O)N3CCCC3)cc2)CC1. As for the total charge: 0. Its HOMO energy is -0.305 hartree.

Cartesian coordinates (Å):
O1 3.75518 2.28190 1.18910
C1 2.99487 2.20614 0.24566
N1 3.15867 1.30727 -0.74717
C2 4.19146 0.28976 -0.70874
C3 3.58712 -1.08444 -0.57758
C4 3.67412 -2.00200 -1.61162
C5 3.10404 -3.27079 -1.52210
C6 2.44081 -3.57511 -0.35979
C7 2.34200 -2.65283 0.68550
C8 2.90196 -1.40418 0.60082
O2 1.62752 -3.21057 1.71301
C9 1.30508 -4.52115 1.29619
O3 1.79198 -4.72862 -0.01195
C10 1.78835 3.14039 0.14243
C11 0.96544 3.06864 -1.14359
C12 -0.24617 4.00357 -1.01289
N2 -1.07691 3.61753 0.10913
C13 -1.93922 2.54502 -0.01174
C14 -2.67817 2.09126 1.09553
C15 -3.49704 0.98655 1.00808
C16 -3.62062 0.30726 -0.19036
S1 -4.49472 -1.24815 -0.25128
O4 -5.41738 -1.30071 0.84382
O5 -4.97564 -1.46163 -1.58481
N3 -3.35269 -2.44295 0.03566
C17 -2.33464 -2.61349 -0.97581
C18 -1.08539 -1.86213 -0.47259
C19 -1.33043 -1.65775 1.03310
C20 -2.66848 -2.36987 1.30659
C21 -2.98865 0.78950 -1.31912
C22 -2.16404 1.89356 -1.23670
C23 -0.32835 3.79093 1.34172
C24 0.88551 2.85780 1.35308
H1 2.48543 1.23607 -1.49089
H2 4.81237 0.52337 0.16069
H3 4.80087 0.35481 -1.61502
H4 4.20609 -1.73628 -2.51251
H5 3.17838 -3.98384 -2.32529
H6 2.83041 -0.69703 1.41039
H7 1.76646 -5.24983 1.98204
H8 0.21199 -4.65410 1.30743
H9 2.18639 4.15657 0.25140
H10 0.58959 2.05344 -1.29694
H11 1.56662 3.36415 -2.00558
H12 0.09932 5.02519 -0.82722
H13 -0.83507 4.02185 -1.92947
H14 -2.61674 2.60664 2.03980
H15 -4.05236 0.63720 1.86413
H16 -2.72125 -2.24709 -1.92472
H17 -2.12578 -3.68360 -1.07419
H18 -0.18354 -2.44097 -0.66577
H19 -0.98141 -0.90324 -0.97949
H20 -0.52981 -2.07481 1.64061
H21 -1.41199 -0.59660 1.26604
H22 -3.30667 -1.85404 2.02103
H23 -2.49813 -3.39106 1.66276
H24 -3.14581 0.28670 -2.26054
H25 -1.68535 2.22996 -2.14145
H26 0.00101 4.83288 1.38905
H27 -0.95467 3.60126 2.20976
H28 0.53728 1.82149 1.31301
H29 1.46080 2.99016 2.26935

Most stable structure: w